C13H19N10O5PdS as an isolated structure. Source: the OMol25 dataset; level of theory: ωB97M-V/def2-TZVPD.

Each line ends with the natural charge from an NBO analysis.
Geometry (Å):
Pd1 0.100790 0.214969 2.171764  0.129
N1 -0.944607 1.617854 0.812137  -0.717
N2 -1.406285 2.801934 1.456072  -0.422
C1 -2.551680 2.729007 2.210728  0.592
N3 -3.052902 3.930595 2.611862  -0.807
N4 -3.045999 1.534078 2.417374  -0.441
N5 -4.066370 1.438691 3.415700  0.625
O1 -4.325917 2.372943 4.186944  -0.481
O2 -4.563320 0.353331 3.567469  -0.349
H1 -0.223719 1.782465 0.072429  0.440
H2 -1.675991 1.047891 0.417272  0.417
H3 -1.201202 3.668811 0.949741  0.389
H4 -2.338030 4.617509 2.554700  0.375
H5 -3.580066 3.880555 3.469038  0.434
O3 2.549400 0.885363 -2.805390  -0.952
S1 1.165588 1.230420 -2.555813  2.298
O4 0.876444 2.643624 -2.367158  -0.987
N6 0.538823 0.362558 -1.382135  -0.952
C2 -0.647091 -0.196137 -1.700883  0.616
O5 -1.376582 -0.756086 -0.906787  -0.653
C3 -0.960008 -0.059291 -3.196096  -0.071
C4 -2.071320 -0.474737 -3.909628  -0.196
C5 -2.165941 -0.117230 -5.280501  -0.222
C6 -1.117121 0.620416 -5.890990  -0.210
C7 -0.021750 1.044612 -5.170184  -0.208
C8 0.024092 0.684454 -3.832435  -0.296
H6 -2.831783 -1.011945 -3.390292  0.227
H7 -2.992223 -0.355382 -5.973325  0.210
H8 -1.200623 0.820400 -6.958867  0.205
H9 0.776804 1.635506 -5.612945  0.227
C9 3.687598 -1.445397 0.435226  -0.617
C10 2.792919 -2.676984 0.735708  -0.207
C11 1.488794 -2.592561 -0.092674  -0.621
C12 2.613926 -2.901421 2.248582  -0.211
N7 1.966128 -1.871052 3.054748  -0.215
C13 0.645385 -1.524061 3.187737  0.035
N8 0.524640 -0.619913 4.188960  -0.345
N9 1.838192 -0.395664 4.581866  -0.099
N10 2.645102 -1.096634 3.880624  -0.067
H10 3.777636 -1.282682 -0.620745  0.224
H11 4.677940 -1.597755 0.874069  0.192
H12 3.237516 -0.540103 0.822886  0.226
H13 3.359162 -3.599837 0.398990  0.187
H14 0.894445 -1.738420 0.192865  0.243
H15 0.864343 -3.514417 0.060588  0.190
H16 1.711811 -2.523483 -1.186210  0.218
H17 3.665594 -3.014887 2.652973  0.223
H18 2.067392 -3.846685 2.386638  0.201
H19 -0.129933 -2.165221 2.817367  0.225

Cartesian forces (eV/Å) of the 6 atoms listed first:
Pd -0.284 0.008 0.281
N 1.476 0.037 0.010
N -0.545 -0.069 -0.607
C 0.486 0.108 -0.413
N 0.353 -0.286 -0.373
N -1.111 -0.369 0.827

Energy = -1956.5073 Ha
Relative energy (zero: lowest compared OMol25 entry of this formula, charge and spin) = 0.0 kcal/mol
HOMO energy = -4.2940 eV
Total charge = -1